Entry 1:
# C4H3NO

An isolated molecule of C4H3NO (ωB97M-V/def2-TZVPD, OMol25).

```
! RIJCOSX wB97M-V def2-TZVPD def2/J DEFGRID3
* xyz 0 1
O -1.219 0.719 -0.843
C -0.879 -0.048 0.268
C 0.505 -0.722 0.104
C 0.489 -2.034 0.106
C 1.661 0.090 -0.084
N 2.573 0.785 -0.249
H -0.642 1.494 -0.878
H -1.644 -0.819 0.380
H -0.844 0.535 1.197
*
```

Relative energy (zero: lowest compared OMol25 entry of this formula, charge and spin): 77.0 kcal per mole
E_LUMO: -1.436 eV

---

Entry 2:
# C4H3NO2

An isolated molecule of C4H3NO2 (ωB97M-V/def2-TZVPD, OMol25).

```
! RIJCOSX wB97M-V def2-TZVPD def2/J DEFGRID3
* xyz 0 1
O -2.529 0.946 -0.964
C -1.399 0.675 -1.273
C -0.369 0.244 -0.288
N 0.791 -0.172 -0.556
C 1.319 -0.550 0.751
C 0.338 -0.130 1.811
O -0.701 0.261 1.081
H -1.021 0.714 -2.309
H 2.385 -0.347 0.880
H 1.186 -1.642 0.866
*
```

Relative energy (zero: lowest compared OMol25 entry of this formula, charge and spin): 83.2 kcal per mole
E_LUMO: -0.711 eV

---

Entry 3:
# C4H3NO2

A cluster of 2 separate species, C4H3NO2 in total (ωB97M-V/def2-TZVPD, OMol25).

```
! RIJCOSX wB97M-V def2-TZVPD def2/J DEFGRID3
* xyz 0 1
N -2.112 -0.412 1.435
C -0.982 -0.092 1.137
C 0.304 0.104 0.888
C 0.914 -0.690 -0.186
C 1.112 1.114 -1.835
O 0.287 -1.327 -1.011
O 0.472 1.098 -2.770
H -2.895 0.090 1.026
H 0.882 0.784 1.505
H 2.020 -0.670 -0.188
*
```

Relative energy (zero: lowest compared OMol25 entry of this formula, charge and spin): 51.9 kcal per mole
E_LUMO: 0.352 eV

---

Entry 4:
# C4H3NO2

A cluster of 2 separate species, C4H3NO2 in total (ωB97M-V/def2-TZVPD, OMol25).

```
! RIJCOSX wB97M-V def2-TZVPD def2/J DEFGRID3
* xyz 0 1
C -0.645 -0.365 -2.573
C -1.052 -0.373 -3.648
C -0.278 -1.539 0.615
C -0.414 -0.212 0.077
N -0.740 0.877 0.702
O -1.066 -2.523 0.069
O 0.528 -1.786 1.510
H -0.785 1.818 0.140
H -0.940 1.029 1.704
H -1.543 -2.476 -0.688
*
```

Relative energy (zero: lowest compared OMol25 entry of this formula, charge and spin): 243.9 kcal per mole
E_LUMO (spin up / spin down): -1.903 / -1.875 eV

---

Entry 5:
# C4H3NO2

A structure of composition C4H3NO2 (ωB97M-V/def2-TZVPD, OMol25).

```
! RIJCOSX wB97M-V def2-TZVPD def2/J DEFGRID3
* xyz 0 1
O 0.430 -0.861 -2.099
C -0.346 -0.008 -1.774
C -1.015 0.016 -0.313
N -0.058 0.902 -0.162
C 0.694 0.513 0.907
C 0.050 -0.510 1.508
O -1.020 -0.865 0.739
H -0.602 0.886 -2.365
H 1.661 0.953 1.063
H 0.219 -1.021 2.444
*
```

Relative energy (zero: lowest compared OMol25 entry of this formula, charge and spin): 75.7 kcal per mole
E_LUMO: 0.209 eV

---

Entry 6:
# C4H3NO3

An isolated molecule of C4H3NO3 (ωB97M-V/def2-TZVPD, OMol25).

```
! RIJCOSX wB97M-V def2-TZVPD def2/J DEFGRID3
* xyz 0 1
O 2.426 0.150 -0.187
C 1.491 0.873 0.027
N 0.259 0.312 0.264
C 0.212 -0.999 0.006
C -1.070 -1.347 -0.050
O -1.833 -0.175 -0.143
C -0.943 0.879 0.007
O -1.365 2.051 -0.063
H 1.452 2.064 -0.022
H 0.992 -1.622 0.093
H -1.619 -2.186 0.068
*
```

SMILES string: O=Cn1ccoc1=O
Relative energy (zero: lowest compared OMol25 entry of this formula, charge and spin): 38.3 kcal per mole
E_LUMO: 0.351 eV

---

Entry 7:
# C4H3NO3

An isolated molecule of C4H3NO3 (ωB97M-V/def2-TZVPD, OMol25).

```
! RIJCOSX wB97M-V def2-TZVPD def2/J DEFGRID3
* xyz 0 1
O -1.802 -1.588 -0.512
C -1.383 -0.762 -1.391
O -0.224 -0.158 -1.154
C 0.346 0.141 -0.029
C 1.389 0.913 0.030
N 1.790 1.186 1.279
O 1.026 0.224 2.022
C 0.022 -0.117 1.269
H -1.810 -0.810 -2.305
H 1.842 1.555 -0.646
H -1.198 -0.584 1.436
*
```

SMILES string: O=COc1cnoc1
Relative energy (zero: lowest compared OMol25 entry of this formula, charge and spin): 122.4 kcal per mole
E_LUMO: 0.240 eV

---

Entry 8:
# C4H3NO3

An isolated molecule of C4H3NO3 (ωB97M-V/def2-TZVPD, OMol25).

```
! RIJCOSX wB97M-V def2-TZVPD def2/J DEFGRID3
* xyz 0 1
N -2.793 0.021 0.004
C -1.634 -0.074 0.082
C -0.159 -0.010 0.254
O 0.092 0.031 1.604
C 0.485 -1.172 -0.523
O 1.288 -1.831 0.019
C 0.404 1.275 -0.423
O 1.336 1.833 0.048
H 0.884 -0.488 1.812
H 0.177 -1.250 -1.555
H -0.079 1.664 -1.323
*
```

SMILES string: N#CC(O)(C=O)C=O
Relative energy (zero: lowest compared OMol25 entry of this formula, charge and spin): 55.5 kcal per mole
E_LUMO: -0.483 eV

---

Entry 9:
# C4H3NO3

An isolated molecule of C4H3NO3 (ωB97M-V/def2-TZVPD, OMol25).

```
! RIJCOSX wB97M-V def2-TZVPD def2/J DEFGRID3
* xyz 0 1
O 1.488 1.878 0.025
C 0.788 0.898 -0.024
O -0.466 1.285 -0.314
C -1.632 0.501 -0.055
C -1.355 -0.755 -0.022
N -0.063 -1.322 -0.119
C 0.907 -0.564 -0.040
O 2.144 -0.998 -0.118
H -2.669 1.091 0.458
H -2.143 -1.464 0.079
H 3.002 -0.549 0.131
*
```

SMILES string: O=c1occnc1O
Relative energy (zero: lowest compared OMol25 entry of this formula, charge and spin): 71.1 kcal per mole
E_LUMO: -0.052 eV

---

Entry 10:
# C4H3NO3S

An isolated molecule of C4H3NO3S (ωB97M-V/def2-TZVPD, OMol25).

```
! RIJCOSX wB97M-V def2-TZVPD def2/J DEFGRID3
* xyz 0 1
O 0.941 -2.472 0.939
C 1.556 -1.644 0.330
C 2.056 -0.703 -0.418
S 2.056 0.964 0.168
C 0.396 1.225 0.704
C -0.682 0.667 0.396
N -1.803 0.260 0.114
O -2.665 -0.362 0.678
O -2.091 0.543 -1.266
H 2.815 -0.925 -1.273
H 0.384 2.291 1.139
H -2.962 0.157 -1.512
*
```

SMILES string: O=C=CSC=C=[N+]([O-])O
Relative energy (zero: lowest compared OMol25 entry of this formula, charge and spin): 145.1 kcal per mole
E_LUMO: -0.035 eV

---

Entry 11:
# C4H3NO4Ru

A structure of composition C4H3NO4Ru (ωB97M-V/def2-TZVPD, OMol25).

```
! RIJCOSX wB97M-V def2-TZVPD def2/J DEFGRID3
* xyz 3 6
Ru -0.397 0.208 -0.460
O -1.225 -1.748 5.105
C -1.072 -1.967 3.993
C -0.688 1.268 -1.931
O -0.917 2.020 -2.772
C 0.875 -1.063 -1.137
O 1.861 -1.592 -1.467
C -1.989 -0.790 -0.719
O -2.957 -1.365 -0.990
N 1.499 1.167 0.033
H 1.946 0.476 0.621
H 1.119 1.978 0.564
H 1.945 1.408 -0.840
*
```

E_LUMO (spin up / spin down): -13.984 / -20.112 eV

---

Entry 12:
# C4H3NO6S

A structure of composition C4H3NO6S (ωB97M-V/def2-TZVPD, OMol25).

```
! RIJCOSX wB97M-V def2-TZVPD def2/J DEFGRID3
* xyz -2 1
C 0.356 -0.472 1.456
C 0.865 -1.417 -0.903
C -1.155 -0.049 -0.710
C 0.080 -0.475 -0.076
N 0.900 1.769 -0.092
O -0.635 0.033 2.182
O 1.869 -1.155 -1.551
O 1.996 2.105 0.344
O 1.382 -0.988 1.907
O 0.272 -2.524 -0.796
O 0.223 2.426 -0.820
S -2.588 0.435 0.201
H -1.286 -0.752 -1.454
H -0.767 0.891 -1.351
H -1.512 0.173 1.662
*
```

Relative energy (zero: lowest compared OMol25 entry of this formula, charge and spin): 54.4 kcal per mole
E_LUMO: 5.704 eV